(1)
Density functional theory data (ωB97M-V/def2-TZVPD) for 9 unconnected molecules or ions with the total composition C10H38O14 in a non-equilibrium geometry.

Properties
- strongest force on any atom (eV/A) = 5.6
- SMILES = OCCO.OCCO.OCCO.OCCO.OCCO.O.O.O.O

```
! RIJCOSX wB97M-V def2-TZVPD def2/J DEFGRID3
* xyz 0 1
O -0.791 -2.707 2.953
O -2.749 -1.877 -0.491
O 1.496 0.978 -5.329
O -1.037 0.587 -3.623
O -2.468 2.052 2.502
O -0.574 1.245 -0.549
O -3.898 -1.085 3.629
O 2.158 1.869 0.912
O 0.218 -1.259 -0.497
O 4.772 -0.762 -1.661
O 2.322 3.152 4.241
O 1.219 -0.598 -2.824
O 1.331 -0.654 2.130
O -1.056 -3.871 0.547
C 2.570 -1.150 -2.855
C -0.915 0.447 -4.975
C -1.973 2.322 1.220
C -1.391 1.069 0.601
C 3.432 -0.224 -1.906
C 2.594 2.283 3.213
C -2.553 -1.173 3.226
C -1.929 -2.511 3.688
C 1.691 2.646 2.014
C 0.125 1.465 -5.499
H -0.704 -1.541 -0.439
H 2.993 -1.261 -3.868
H 0.624 2.455 2.284
H -1.431 3.138 1.036
H -3.437 -1.601 0.138
H -2.870 -1.386 -1.286
H 5.341 -0.938 -2.372
H -2.045 0.244 0.425
H -0.659 0.717 1.368
H 3.438 0.810 -2.261
H 2.407 2.655 5.086
H 1.449 -1.518 1.669
H -2.438 -1.027 2.214
H -1.755 -2.477 4.718
H 1.495 0.254 -5.977
H -3.362 2.361 2.515
H 0.205 -0.318 -0.448
H 2.509 -2.184 -2.302
H -0.231 2.144 -0.666
H -4.433 -1.047 2.765
H 0.013 1.657 -6.619
H 0.920 -0.855 -1.975
H 1.209 -0.891 3.096
H 3.698 2.297 3.010
H -1.115 -2.896 2.062
H 2.812 -0.213 -1.047
H 2.360 1.290 3.426
H -2.915 2.497 0.766
H 1.859 3.746 1.922
H -0.163 0.273 -3.361
H -0.708 -0.685 -5.035
H 1.808 0.978 0.995
H -2.547 -3.302 3.560
H -1.713 -4.435 0.967
H 0.011 2.447 -5.022
H -1.916 0.585 -5.334
H -1.349 -3.888 -0.357
H -1.956 -0.331 3.682
*
```

---

(2)
Density functional theory data (ωB97M-V/def2-TZVPD) for a molecular structure, C10H40AlN20O14P in a non-equilibrium geometry.

Properties
- strongest force on any atom (eV/A) = 4.2

```
! RIJCOSX wB97M-V def2-TZVPD def2/J DEFGRID3
* xyz 0 1
P 0.431 -0.219 -0.230
Al 1.891 -2.810 -1.349
O -0.400 -4.574 -1.366
O 3.797 -1.694 -1.491
O -0.707 4.650 3.388
O -0.043 -2.480 -3.780
O -3.275 5.791 -1.625
O -0.460 -1.445 -0.630
O 1.253 -0.929 0.894
O -2.245 -2.311 3.945
O 2.939 -3.678 1.148
O -0.284 1.040 0.286
O 1.394 -0.111 -1.430
O 1.049 3.704 -4.049
O 3.653 2.751 3.289
O -4.859 1.261 0.196
N 2.993 0.603 3.300
N -2.242 -5.593 -2.140
N 5.714 -0.484 -1.196
N -2.420 -3.453 -1.435
N -1.142 -1.381 -5.468
N -3.764 4.759 0.338
N 3.780 0.621 -1.483
N -3.361 -0.400 -0.419
N -1.125 -2.390 1.933
N -1.428 -0.755 -3.300
N -0.387 3.598 1.415
N 2.170 1.982 1.706
N -0.585 -0.836 3.505
N -2.285 3.805 -1.079
N 0.494 2.911 -1.968
N 0.762 1.452 -3.591
N -2.925 0.828 1.370
N 3.402 -4.496 3.206
N -1.018 2.409 3.272
N 2.131 -2.618 2.984
C -0.729 3.617 2.729
C -0.782 -1.572 -4.170
C -3.110 4.864 -0.851
C -3.814 0.659 0.339
C 0.899 2.772 -3.286
C -1.395 -1.892 3.179
C 2.751 -3.643 2.372
C 3.092 1.836 2.712
C -1.604 -4.522 -1.621
C 4.403 -0.586 -1.469
H -1.972 -2.665 -0.993
H -0.234 2.678 0.961
H 6.209 -1.354 -1.102
H -0.777 1.571 2.774
H -3.075 1.490 2.106
H -1.567 3.809 -1.785
H 1.779 -1.882 2.392
H -2.358 -0.532 -0.368
H 3.236 0.402 4.248
H -0.221 4.445 0.906
H -3.840 -0.844 -1.179
H -1.947 -0.798 -5.608
H -2.031 -0.014 -3.614
H -1.713 -3.069 1.484
H 2.597 -0.059 2.654
H 3.265 -4.660 4.186
H 4.283 1.475 -1.637
H 2.228 -2.438 3.966
H -3.357 -3.557 -1.770
H -0.522 -1.804 1.369
H -1.167 -0.740 -2.329
H 3.972 -5.172 2.725
H -3.227 -5.733 -2.255
H 6.068 0.379 -0.830
H 1.607 1.213 1.370
H 0.328 2.051 -1.478
H -1.540 2.303 4.120
H 2.786 0.481 -1.610
H 0.819 3.713 -1.454
H -2.044 0.533 0.955
H -1.629 -6.362 -2.352
H -3.511 4.147 1.092
H 0.864 1.190 -4.559
H 0.900 0.713 -2.901
H -2.323 2.963 -0.533
H -0.749 -0.405 4.396
H 1.842 2.895 1.444
H 0.015 -0.457 2.792
H -4.670 5.177 0.447
H -0.933 -2.124 -6.112
*
```

---

Record-wise gap between HOMO and LUMO values, in eV: 9.110 2.568
Record-wise energy above the lowest of the compared OMol25 structures with the same formula, charge and spin values, in eV: 3.761 0.000